This record from the OMol25 dataset describes a molecular structure, C8H22CuN2O6S in a non-equilibrium geometry. The level of theory is ωB97M-V/def2-TZVPD.

HOMO: -0.10435 hartree
LUMO level: 0.417 eV
2S+1: 1
E: -2917.43428 Eh
total charge: -1
molar mass: 337.885 g/mol

The geometry in XYZ format:
```
40
Properties=species:S:1:pos:R:3:forces:R:3
Cu -1.500908 -1.834144 0.761211 -0.933 -0.311 0.321
S -5.132165 -3.787759 1.972546 -1.387 -2.338 1.405
O -4.428309 -2.727994 2.678930 2.321 3.249 1.360
O -4.961727 -5.026913 2.751968 0.809 -0.790 -0.530
O 5.023554 0.658399 0.964746 -0.015 0.171 0.734
O -6.561647 -3.483456 2.060758 -0.794 0.717 -1.138
O -4.536443 -3.824061 0.645627 0.064 -0.352 -1.617
O -1.749173 2.213144 -0.747629 -0.054 0.633 -1.501
N -2.156937 -0.024963 -2.521399 0.239 0.659 0.821
N 2.585560 -2.241548 1.189465 0.021 0.599 -1.190
C 3.582771 -1.258980 1.622970 -0.018 0.510 1.762
C 4.654067 -1.911681 2.500204 0.325 0.342 0.357
C 4.160928 -0.374810 0.496014 -0.129 -0.513 1.573
C 4.475344 1.856933 1.566235 0.342 -0.779 -1.069
C -2.596933 2.382912 -1.907092 0.572 -1.080 0.235
C -2.082543 1.383355 -2.970631 -0.117 -0.094 0.086
C -2.179311 2.986145 0.329952 -0.676 -0.165 0.717
C -2.756131 1.399360 -4.306125 -0.687 1.881 -1.489
H 4.840113 -1.086324 0.026391 -0.181 0.483 -1.212
H -3.845372 1.435700 -4.324369 -0.186 -0.934 0.438
H 3.910805 2.381194 0.795166 -0.323 0.144 0.098
H -3.143910 -0.150206 -2.347411 -0.304 -0.435 0.377
H 5.242612 -2.633746 1.934241 -0.243 -0.446 0.154
H -1.985196 -0.604683 -3.330447 0.212 -0.176 -0.025
H 3.068343 -0.560083 2.282509 -0.318 0.087 0.141
H 5.391532 -1.274391 2.988177 0.009 0.729 -0.547
H -2.333646 0.634640 -4.957897 -0.348 -0.245 0.150
H -3.643967 2.253046 -1.633323 -0.253 -0.655 0.150
H -3.073472 2.508353 0.730305 -0.231 0.120 0.371
H 2.279585 -2.923848 1.868402 0.299 0.285 0.393
H 4.160342 -2.298711 3.391574 -0.113 -0.828 -0.296
H 5.337036 2.476172 1.815556 -0.026 -0.143 0.064
H -2.605936 3.397806 -2.304591 0.650 0.303 -0.038
H 2.915782 -2.763404 0.390263 0.067 -0.095 -0.146
H 3.303758 0.055342 -0.021979 0.230 -0.257 -0.793
H -1.064249 1.703872 -3.190736 0.384 -0.399 0.470
H 3.868557 1.710163 2.459735 -0.035 -0.294 -0.027
H -1.427612 3.023074 1.118411 0.162 -0.241 -0.197
H -2.591006 2.314620 -4.874560 0.564 0.461 0.052
H -2.444093 4.017476 0.096834 0.100 0.198 -0.414
```
Positions in Å, forces in eV/Å.

This record from the OMol25 dataset describes a molecular structure, C8H22FInN5O3 in a non-equilibrium geometry. The level of theory is ωB97M-V/def2-TZVPD.

HOMO: -0.16546 hartree
LUMO level: 2.883 eV
2S+1: 1
E: -1107.36770 Eh
total charge: -1
molar mass: 370.112 g/mol

The geometry in XYZ format:
```
40
Properties=species:S:1:pos:R:3:forces:R:3
In -0.790515 -0.921596 -0.255792 0.231 -0.230 -0.160
F 0.282520 -0.372855 -3.239898 0.391 0.130 -0.128
O -2.391847 -1.304404 2.471414 -1.004 0.072 -0.402
O -1.514371 -2.766921 3.719839 0.249 0.290 -0.125
O 2.775686 -0.217208 -1.315107 0.063 -0.160 0.579
N 4.264516 -0.613212 1.116403 -0.057 0.706 0.109
N -0.803510 2.047654 1.371663 -0.097 -0.431 0.088
N -3.112239 1.949398 0.888622 0.680 0.197 0.361
N -1.314055 -1.718879 3.211589 0.285 -0.518 0.583
N -1.803561 3.472633 -0.324584 -0.472 -0.434 -0.237
C 1.311550 -0.996292 0.536286 1.013 -0.133 -0.484
C 2.229793 0.138018 -0.040736 -1.302 0.228 1.456
C -1.494557 1.117817 -0.882804 -0.168 -0.074 0.574
C -1.785574 2.103030 0.282944 0.000 1.055 -1.087
C 0.208728 -1.761170 -3.204109 -1.425 -1.950 0.293
C 3.349263 0.546474 0.959507 0.243 -0.358 -0.671
C -2.331093 -1.882982 1.126851 0.646 -0.511 -1.543
C -0.796980 -2.235040 -2.130978 -0.134 0.207 0.006
H 4.707042 -0.722319 0.207437 -0.029 -0.256 0.088
H 1.387480 -0.999458 1.644909 -0.152 0.155 -0.584
H -3.760460 1.611972 0.192951 -0.078 -0.121 0.138
H -2.126505 -2.977935 1.165555 -0.270 0.572 0.422
H 2.921514 0.828475 1.938087 0.053 -0.202 -0.458
H 5.002230 -0.342681 1.760717 0.004 -0.131 -0.058
H 3.917179 1.420059 0.558465 -0.424 -0.163 0.169
H -3.308465 -1.789160 0.613073 0.256 0.231 0.863
H -0.605018 -3.285727 -1.820694 0.124 0.560 -0.258
H 2.861265 0.613677 -1.778276 0.055 0.128 -0.440
H -0.153650 -2.107896 -4.196897 0.328 0.529 0.190
H -1.059897 3.562815 -1.002778 0.142 0.159 0.203
H -3.049633 1.333061 1.689260 -0.085 -0.348 -0.262
H -0.779135 1.561340 -1.603525 -0.218 -0.205 0.352
H 1.182880 -2.250371 -3.043536 -0.014 0.780 0.119
H -1.754184 4.184651 0.394156 0.070 0.053 -0.082
H -1.835962 -2.218113 -2.531002 0.562 0.006 0.063
H 1.807997 -1.944781 0.219637 -0.436 0.416 0.204
H -0.885476 2.895146 1.925304 -0.082 -0.095 0.033
H -2.448188 0.981497 -1.440433 0.557 0.113 0.249
H 1.555344 1.015806 -0.183464 0.592 -0.147 -0.036
H 0.139890 2.045474 0.999946 -0.099 -0.122 -0.127
```
Positions in Å, forces in eV/Å.

This record from the OMol25 dataset describes a molecular structure, C8H22N5NaO5 in a non-equilibrium geometry. The level of theory is ωB97M-V/def2-TZVPD.

HOMO: -0.23658 hartree
LUMO level: -0.264 eV
2S+1: 1
E: -1130.40513 Eh
total charge: 0
molar mass: 291.284 g/mol

The geometry in XYZ format:
```
41
Properties=species:S:1:pos:R:3:forces:R:3
Na -0.063231 -0.702594 1.116354 0.534 -0.075 0.934
O 0.286297 -1.212876 3.527949 0.121 -0.189 -0.897
O 0.779207 1.681609 0.674814 0.574 -0.323 -0.571
O 1.942243 -2.063919 0.458780 0.404 -0.176 -0.436
O -1.856819 0.694870 -2.116394 -0.041 -0.603 -0.387
O -0.120036 0.000833 5.355402 0.658 -0.397 -0.119
N 2.812365 -1.236766 -1.453167 0.308 0.586 0.549
N -2.201078 -1.336708 0.026047 -1.083 0.895 -0.761
N 2.593451 -3.512247 -1.170212 0.299 -0.647 -0.058
N 0.765636 2.477945 -1.448062 0.418 -0.273 0.006
N 2.684326 2.633078 -0.176227 -0.068 -0.134 -0.590
C -1.685988 0.414572 -3.508916 0.861 0.558 0.602
C 2.501152 -2.279529 -0.615745 -1.667 0.796 -0.299
C 0.652271 -0.582556 4.564652 -1.093 0.758 0.219
C -2.836722 0.958641 0.694899 0.448 1.598 0.618
C 2.159293 -0.381791 4.738694 0.354 -0.436 0.559
C -3.143580 0.279130 -1.695884 -0.373 -0.609 0.034
C 1.386097 2.214963 -0.254862 -1.101 0.260 0.980
C -3.143360 -0.195215 -0.238281 -0.004 0.952 0.681
H -3.878020 1.057202 -1.930543 0.013 0.288 0.634
H 2.763877 -1.274881 4.560519 -0.276 -0.024 -0.660
H -2.753920 -1.812783 0.733869 0.663 -0.691 0.042
H -4.158089 -0.532158 0.004158 -0.071 0.039 -0.367
H -0.640469 0.625202 -3.745937 -0.067 0.152 0.034
H -1.945925 1.519270 0.388629 -0.028 -0.167 -0.297
H -2.314099 1.094012 -4.090277 -0.166 -0.391 -0.239
H 2.401354 0.411256 4.030354 0.392 -0.029 0.061
H -1.823183 -0.648447 -3.713007 -0.439 0.070 -0.144
H -3.525121 -0.549859 -2.309748 0.462 -0.248 -0.077
H 3.140618 2.776455 0.705616 -0.213 -0.173 0.183
H 1.140734 3.189089 -2.044699 -0.151 0.052 -0.207
H 3.252970 -3.724772 -1.894050 0.034 0.070 -0.083
H -2.272044 -1.872791 -0.838872 0.296 -0.505 0.418
H -3.639399 1.703454 0.742194 -0.120 -0.174 -0.455
H 2.189906 -4.289105 -0.677015 0.173 0.113 0.246
H 3.192238 -1.271858 -2.377449 0.081 -0.451 -0.068
H 3.015718 3.156164 -0.963381 0.364 0.156 0.071
H -2.639400 0.816486 1.764345 -0.134 -1.051 -0.181
H -0.202799 2.211385 -1.533945 -0.036 -0.008 0.032
H 2.721679 -0.320820 -1.044019 0.110 -0.079 0.045
H 2.461848 -0.113940 5.753419 -0.435 0.512 -0.051
```
Positions in Å, forces in eV/Å.

This record from the OMol25 dataset describes a molecular structure, C8H23AlO6P in a non-equilibrium geometry. The level of theory is ωB97M-V/def2-TZVPD.

HOMO: -0.19432 hartree
LUMO level: 2.442 eV
2S+1: 1
E: -1353.85996 Eh
total charge: -1
molar mass: 273.222 g/mol

The geometry in XYZ format:
```
39
Properties=species:S:1:pos:R:3:forces:R:3
P -6.622575 -1.764667 -0.688837 -4.123 -2.093 -2.926
Al -4.324681 -1.540978 -0.927225 2.239 1.547 0.866
O -7.465812 -0.201310 -0.726773 -0.523 -2.925 -0.605
O -3.500909 -0.480634 0.435942 1.693 0.124 -2.432
O 4.407585 1.307460 0.184750 0.090 -0.032 -0.019
O -7.146343 -2.577251 -1.978366 1.468 2.390 3.865
O -0.281198 -1.656405 0.104066 1.403 2.141 -0.088
O -7.121404 -2.730646 0.693769 0.144 -0.262 -1.942
C 1.938562 -2.531482 -0.882445 -0.721 0.412 -0.152
C 3.938694 3.695545 -0.203837 0.129 0.079 0.122
C 0.763039 -1.342623 -0.883553 1.127 -0.688 -0.747
C -2.232242 -0.034705 -0.230564 -0.287 -1.060 0.475
C 3.372296 1.214014 2.418868 -0.175 0.011 -0.052
C -0.893319 -0.447556 0.677298 -1.495 1.546 -0.351
C 3.501959 2.251678 -0.381607 0.069 -0.043 -0.031
C 4.631701 1.404383 1.589786 -0.156 -0.126 -0.089
H -3.516936 -2.897976 -1.017214 -0.281 -0.443 0.155
H 2.493811 2.091852 0.012694 -0.022 0.068 0.060
H 1.502778 -3.437053 -0.276101 1.056 1.750 -1.138
H 3.976618 3.979083 0.849847 -0.084 0.039 -0.027
H 3.241059 4.370847 -0.707902 0.070 -0.100 0.033
H -4.068356 -0.726434 -2.292242 -0.438 0.021 -0.047
H -2.265284 1.119416 -0.474521 0.083 -2.142 0.591
H 3.611773 1.234540 3.486970 -0.008 -0.019 -0.136
H 1.345518 -0.341869 -0.636004 -1.569 -1.788 -0.509
H 4.940798 3.847625 -0.618432 -0.139 -0.031 -0.013
H -0.198222 0.508848 0.655038 -0.815 -2.067 -0.060
H 5.123964 2.350692 1.829982 -0.037 0.109 0.040
H 2.637595 1.999611 2.225723 0.056 -0.015 0.084
H 5.342958 0.611991 1.846533 -0.067 0.072 -0.280
H 2.896378 0.256035 2.182030 0.102 0.116 0.052
H -2.099321 -0.632670 -1.252802 -0.027 1.411 1.914
H 2.934535 -2.090147 -0.394341 -2.198 -1.240 -1.109
H -7.276047 -3.691090 0.381892 0.310 2.459 0.276
H -1.223121 -0.584249 1.805147 0.679 -0.236 -2.459
H 3.451732 2.030484 -1.454178 0.125 -0.173 0.239
H 0.326638 -1.332180 -1.994428 0.675 0.312 2.493
H -8.262072 -0.358208 -1.347110 1.820 0.127 1.344
H 2.117852 -2.873972 -2.011853 -0.173 0.745 2.602
```
Positions in Å, forces in eV/Å.

This record from the OMol25 dataset describes a molecular structure, C8H23BNO9PSi. The level of theory is ωB97M-V/def2-TZVPD.

HOMO: -0.33080 hartree
LUMO level: 0.285 eV
2S+1: 1
E: -1706.47273 Eh
total charge: 0
molar mass: 347.142 g/mol

The geometry in XYZ format:
```
44
Properties=species:S:1:pos:R:3:forces:R:3
P 1.161005 -1.328838 2.477901 0.132 0.012 -0.119
Si 0.569607 -1.438912 0.303551 -0.377 -0.223 -0.475
O 2.203802 -1.026725 -6.082394 -0.076 0.065 -0.038
O -2.246425 -0.272240 2.014866 0.237 0.067 0.247
O 0.144784 -2.248776 3.341202 0.081 0.036 -0.123
O -4.287836 0.298255 2.525597 0.023 -0.115 0.044
O 0.774600 0.204650 2.845322 -0.096 -0.096 -0.018
O 3.708595 0.429076 0.018952 -0.189 0.468 0.327
O 1.538132 1.446101 -0.247743 -0.407 -0.301 0.303
O 0.430088 -2.194261 -5.537936 -0.035 0.010 -0.004
O 1.822384 -0.882165 -0.611640 -0.111 0.250 0.283
N 2.661922 -1.617398 2.687963 -0.269 0.093 0.135
C 4.233616 -0.273919 -4.940102 -0.029 -0.080 0.022
C -2.976337 0.307565 2.785548 -0.128 0.080 -0.084
C -5.448998 2.325562 3.254151 0.072 0.016 -0.066
C 3.091994 0.076817 -5.870794 0.061 0.013 0.014
C 1.112658 -0.613950 -3.900999 -0.182 0.197 -0.062
C 1.196886 -1.325044 -5.229548 0.132 -0.080 0.054
C -2.443171 1.076156 3.968914 -0.020 -0.145 0.122
C -5.271131 0.833586 3.426652 -0.069 0.049 0.036
B 2.364321 0.346920 -0.263996 0.581 -0.200 -0.074
H -6.185005 0.306767 3.159594 0.014 -0.001 -0.020
H 3.878321 -0.524767 -3.940509 0.000 0.039 0.005
H 1.543086 0.383505 -3.888358 0.095 -0.039 0.024
H -5.032278 0.560861 4.454831 0.030 0.002 -0.009
H -4.538649 2.873052 3.499110 -0.014 -0.007 0.039
H 0.300585 -2.847987 -0.037740 0.044 -0.002 0.002
H 2.539930 0.952472 -5.527102 -0.012 -0.010 0.006
H 0.062176 -0.528128 -3.632759 -0.001 -0.123 0.017
H -5.713017 2.554870 2.222151 -0.022 -0.001 0.010
H -2.134566 2.063182 3.621613 0.004 0.002 0.002
H 1.609769 -1.222279 -3.145982 0.025 0.009 -0.009
H 4.780931 -1.133172 -5.327561 0.012 0.017 -0.007
H 1.717328 2.028826 0.498048 0.316 0.210 -0.336
H 4.921195 0.568383 -4.855579 0.002 0.001 -0.008
H -3.154444 1.202531 4.779209 -0.024 0.051 -0.031
H -0.652922 -2.484593 2.850779 -0.099 0.072 0.092
H -0.114525 0.388402 2.491881 -0.038 0.001 0.045
H 3.470498 0.308082 -6.865422 0.000 -0.017 0.002
H 2.874608 -2.341290 3.360958 0.235 0.075 0.016
H 3.935468 0.138966 0.912205 0.088 -0.374 -0.159
H -0.632668 -0.607585 0.145285 -0.022 -0.044 -0.134
H -1.569137 0.555210 4.354462 0.042 0.029 -0.068
H -6.247180 2.682235 3.905418 -0.007 -0.005 -0.004
```
Positions in Å, forces in eV/Å.

This record from the OMol25 dataset describes 2 unconnected molecules or ions with the total composition C8H23ClN4O3Si. The level of theory is ωB97M-V/def2-TZVPD.

HOMO: -0.26094 hartree
LUMO level: -0.395 eV
2S+1: 1
E: -1513.05345 Eh
total charge: 0
molar mass: 286.836 g/mol

The geometry in XYZ format:
```
40
Properties=species:S:1:pos:R:3:forces:R:3
Cl 0.541811 -0.048416 2.785729 -0.007 0.070 0.004
Si 0.170593 -2.104129 2.471807 -0.158 -0.447 -0.071
O -2.706455 0.595396 -0.427423 -0.163 0.039 0.045
O -0.365892 -3.445850 0.212550 -0.080 0.414 0.262
O -1.506371 -1.508986 0.417726 0.004 0.097 -0.027
N 3.544362 -1.492007 3.056494 0.493 -0.130 -0.057
N 3.001552 -2.254859 0.853170 -0.052 -0.199 -0.152
N 4.103911 -3.666108 2.327495 -0.226 0.143 -0.163
N -1.761718 2.641402 -2.337595 -0.038 0.039 -0.016
C -0.833023 1.789977 -3.129169 -0.027 -0.051 -0.042
C -1.427343 1.153342 -0.298102 -0.175 -0.217 -0.041
C -1.595188 4.061993 -2.747606 0.061 -0.037 0.012
C -1.434354 2.549311 -0.859471 0.030 0.008 0.094
C 3.072606 -2.610909 2.247415 0.215 -0.331 0.217
C -0.657495 -2.376472 0.770387 -0.068 -0.453 -0.283
C -3.174212 2.234141 -2.628717 0.010 0.016 -0.239
C 1.711421 -3.150057 2.733285 0.121 0.524 -0.188
H -3.406888 2.553545 -3.643862 0.015 0.031 0.020
H 3.888849 -4.349329 1.609135 -0.077 -0.074 -0.039
H -3.260527 1.160135 -2.537175 -0.034 -0.022 0.172
H -0.443657 2.989164 -0.743628 -0.001 0.053 -0.013
H 1.492224 -4.056301 2.173123 -0.146 -0.189 -0.109
H 3.080375 -0.638579 2.793224 -0.231 0.075 0.119
H 0.189537 2.075137 -2.895077 0.024 -0.014 -0.009
H -1.002767 0.749403 -2.872592 0.015 -0.019 0.005
H 3.380928 -1.663796 4.038098 -0.063 0.118 0.147
H 3.937837 -2.257933 0.475935 0.162 0.245 -0.030
H -2.167200 3.176123 -0.351557 -0.035 -0.016 -0.011
H -1.038219 1.950035 -4.184814 0.010 0.003 -0.021
H -1.808696 4.147906 -3.809433 -0.008 0.027 -0.019
H 1.818908 -3.418736 3.782573 -0.095 -0.019 0.214
H -0.572251 4.368413 -2.545974 0.005 0.034 0.001
H -0.812167 -2.483040 3.515097 0.051 0.119 0.078
H 3.993522 -4.157528 3.205622 0.125 -0.008 0.128
H -3.829625 2.722277 -1.915704 -0.043 -0.019 0.037
H -0.675651 0.530018 -0.792769 0.068 0.009 0.106
H -2.289071 4.670942 -2.174984 -0.004 0.036 0.005
H 2.587660 -1.343223 0.722286 -0.073 0.078 -0.072
H -1.129670 1.219636 0.750222 0.139 0.075 0.053
H -2.617647 -0.312042 -0.045714 0.255 -0.010 -0.117
```
Positions in Å, forces in eV/Å.